ORCA calculation (wB97M-V/def2-TZVPD) on a cluster of 2 separate species, C23H24Cl2N4O3 in total.

Results
HOMO energy	-8.297	eV
gap between HOMO and LUMO	8.4	eV
multiplicity	1
LUMO energy	0.10	eV

Each atom is followed by the atoms it is bonded to, with distances in Å.
Cartesian coordinates (Å):
1 O -2.148 -0.977 -4.541  C2 1.220
2 C -2.184 0.125 -4.020  O1 1.220, N3 1.375, C7 1.453
3 N -3.332 0.871 -4.145  C2 1.375, C4 1.465, H17 1.016
4 C -3.601 1.962 -3.205  N3 1.465, C5 1.545, H18 1.095, H19 1.094
5 C -2.350 2.791 -2.839  C4 1.545, C6 1.509, H20 1.094, H21 1.093
6 C -1.120 1.921 -2.736  C5 1.509, C7 1.371, C16 1.458
7 C -1.051 0.669 -3.290  C2 1.453, C6 1.371, N8 1.392
8 N 0.215 0.153 -3.029  C7 1.392, C9 1.389, H22 1.020
9 C 0.968 1.072 -2.310  N8 1.389, C10 1.395, C16 1.391
10 C 2.273 1.031 -1.819  C9 1.395, Cl11 1.746, C12 1.401
11 Cl 3.282 -0.368 -2.093  C10 1.746
12 C 2.759 2.137 -1.109  C10 1.401, C13 1.406, H23 1.086
13 C 1.947 3.267 -0.905  C12 1.406, C14 1.403, H24 1.085
14 C 0.637 3.310 -1.403  C13 1.403, Cl15 1.747, C16 1.402
15 Cl -0.342 4.730 -1.122  C14 1.747
16 C 0.167 2.192 -2.107  C6 1.458, C9 1.391, C14 1.402
17 H -4.116 0.345 -4.518  N3 1.016
18 H -4.012 1.531 -2.286  C4 1.095
19 H -4.360 2.630 -3.624  C4 1.094
20 H -2.176 3.559 -3.598  C5 1.094
21 H -2.533 3.292 -1.885  C5 1.093
22 H 0.544 -0.762 -3.337  N8 1.020
23 H 3.774 2.114 -0.722  C12 1.086
24 H 2.336 4.122 -0.361  C13 1.085
25 C -1.844 -1.462 4.277  N26 1.462, H41 1.092, H42 1.091, H43 1.092
26 N -0.641 -1.267 3.471  C25 1.462, C27 1.340, H44 1.009
27 C 0.108 -2.263 2.980  N26 1.340, O28 1.226, C29 1.541
28 O -0.170 -3.438 3.188  C27 1.226
29 C 1.351 -1.887 2.150  C27 1.541, C30 1.537, N37 1.466, H45 1.091
30 C 0.992 -1.512 0.703  C29 1.537, C31 1.514, H46 1.089, H47 1.091
31 C -0.080 -0.447 0.623  C30 1.514, C32 1.408, C36 1.407
32 C 0.183 0.843 1.121  C31 1.408, C33 1.405, H48 1.081
33 C -0.845 1.798 1.179  C32 1.405, C34 1.406, H49 1.081
34 C -2.134 1.472 0.723  C33 1.406, C35 1.406, H50 1.081
35 C -2.396 0.189 0.212  C34 1.406, C36 1.405, H51 1.081
36 C -1.371 -0.772 0.167  C31 1.407, C35 1.405, H52 1.081
37 N 2.358 -2.953 2.145  C29 1.466, C38 1.332, H53 1.009
38 C 3.669 -2.732 2.064  N37 1.332, C39 1.510, O40 1.225
39 C 4.570 -3.941 2.153  C38 1.510, H54 1.089, H55 1.088, H56 1.088
40 O 4.154 -1.615 1.936  C38 1.225
41 H -1.582 -1.945 5.220  C25 1.092
42 H -2.320 -0.502 4.483  C25 1.091
43 H -2.548 -2.103 3.742  C25 1.092
44 H -0.395 -0.323 3.210  N26 1.009
45 H 1.790 -1.007 2.624  C29 1.091
46 H 1.887 -1.145 0.204  C30 1.089
47 H 0.654 -2.407 0.178  C30 1.091
48 H 1.176 1.099 1.463  C32 1.081
49 H -0.641 2.790 1.557  C33 1.081
50 H -2.921 2.212 0.759  C34 1.081
51 H -3.387 -0.065 -0.137  C35 1.081
52 H -1.585 -1.766 -0.200  C36 1.081
53 H 2.026 -3.896 2.284  N37 1.009
54 H 5.607 -3.614 2.081  C39 1.089
55 H 4.344 -4.623 1.336  C39 1.088
56 H 4.411 -4.438 3.108  C39 1.088

Mulliken atomic charges, in units of e: atom 1 (O): -0.69, atom 2 (C): -0.13, atom 3 (N): -0.23, atom 4 (C): -0.69, atom 5 (C): -0.22, atom 6 (C): 0.76, atom 7 (C): -0.10, atom 8 (N): 0.11, atom 9 (C): -1.65, atom 10 (C): 0.65, atom 11 (Cl): -0.21, atom 12 (C): -0.72, atom 13 (C): -0.57, atom 14 (C): 0.97, atom 15 (Cl): -0.21, atom 16 (C): 0.17, atom 17 (H): 0.29, atom 18 (H): 0.24, atom 19 (H): 0.38, atom 20 (H): 0.35, atom 21 (H): 0.39, atom 22 (H): 0.25, atom 23 (H): 0.44, atom 24 (H): 0.41, atom 25 (C): -0.99, atom 26 (N): -0.01, atom 27 (C): 0.04, atom 28 (O): -0.72, atom 29 (C): 0.36, atom 30 (C): -1.52, atom 31 (C): 1.44, atom 32 (C): -0.04, atom 33 (C): -0.78, atom 34 (C): -0.73, atom 35 (C): -0.79, atom 36 (C): -0.63, atom 37 (N): -0.15, atom 38 (C): 0.75, atom 39 (C): -1.24, atom 40 (O): -0.65, atom 41 (H): 0.31, atom 42 (H): 0.36, atom 43 (H): 0.31, atom 44 (H): 0.28, atom 45 (H): 0.49, atom 46 (H): 0.00, atom 47 (H): 0.36, atom 48 (H): 0.34, atom 49 (H): 0.44, atom 50 (H): 0.52, atom 51 (H): 0.49, atom 52 (H): 0.51, atom 53 (H): 0.28, atom 54 (H): 0.33, atom 55 (H): 0.32, atom 56 (H): 0.33